Computed, not measured: one molecule with the formula C20H14Cl2FN3O in a non-equilibrium geometry, with wB97M-V/def2-TZVPD.

Structure (XYZ):
```
41
Properties=species:S:1:pos:R:3
F 0.55479 -1.39914 -1.50819
Cl 5.50101 -0.68426 -2.20997
Cl 2.50065 -5.51551 4.25039
N -0.67849 1.83006 0.12999
N 3.04677 0.18379 0.70634
O -1.95330 0.20390 -0.67686
C -1.06270 0.59384 0.18779
C 4.17382 0.12166 -0.11230
C 1.87503 -0.38570 0.30728
C 2.85548 -1.04158 -1.80675
C 2.51526 -2.84518 3.77288
C 0.94255 -4.27171 2.50005
C -1.92962 3.70400 -0.93836
C -2.84993 4.05869 -1.93521
C -3.52407 1.62814 -1.93460
C 2.07198 -1.71819 3.10296
C 0.59854 -3.06989 1.79185
C 1.69795 -0.85309 -0.97579
C 4.06000 -0.61998 -1.32413
C 2.00751 -4.11555 3.40682
C -1.75670 2.41427 -0.52878
C -2.49108 1.41380 -1.10727
C -3.70833 2.99392 -2.39041
C 1.12445 -1.77370 2.10117
N -0.53726 -0.54592 0.82482
C -5.03504 3.37039 -3.14240
C 0.74197 -0.53043 1.32524
H 5.04002 0.60130 0.03291
H 2.70599 -1.49496 -2.75379
H 3.25786 -2.81557 4.62149
H 0.44815 -5.12082 2.22027
H -1.22115 4.51022 -0.61899
H -3.10455 5.10626 -2.17968
H -4.15917 0.85507 -2.25412
H 2.52844 -0.81131 3.34768
H -0.13630 -3.25548 1.04407
H -1.00788 -1.45726 0.66084
H -4.63423 4.00577 -3.88771
H -5.75068 3.87435 -2.40241
H -5.52032 2.49345 -3.53901
H 0.81256 0.36235 1.89190
```

## Properties
SMILES string: Cc1ccc2nc(N[C@@H](c3ccc(Cl)cc3)c3ncc(Cl)cc3F)oc2c1
LUMO in Ha: 0.007
Gap between HOMO and LUMO in eV: 8.30

Computed, not measured: C20H14Cl3F3HoN2SSi as an isolated structure in a non-equilibrium geometry, with wB97M-V/def2-TZVPD.

Structure (XYZ):
```
45
Properties=species:S:1:pos:R:3
Ho -0.27996 -0.61889 -0.91274
F -1.18090 -2.42812 3.91321
C -2.05380 -1.50822 3.54060
F -2.88549 -2.08645 2.66699
F -2.82165 -1.21010 4.60463
C -1.46843 -0.31017 2.92546
C -2.00477 0.91219 3.11456
C -1.58103 2.04972 2.44604
C -0.87942 1.79251 1.32595
N -0.39834 0.57803 1.03102
C -0.45547 -0.42154 1.93629
S 0.39018 -1.86122 1.38565
H -2.74418 1.01435 3.89137
H -1.93769 3.02504 2.71929
H -0.56254 2.56361 0.69265
C 3.77073 3.32834 1.33411
C 2.75465 3.96165 0.71176
C 2.16446 3.38472 -0.36128
C 2.53982 2.12338 -0.80763
C 3.58978 1.44417 -0.19230
C 4.13622 2.04245 0.92003
Si 1.31990 1.38948 -2.12108
C 1.52233 -0.39157 -2.77923
C 0.51733 -0.84845 -3.69208
C -0.19839 -2.01515 -3.47312
C 0.22162 -2.99864 -2.49927
C 1.40934 -2.70455 -1.82502
C 2.10870 -1.43726 -2.01428
H 4.25358 3.78508 2.23991
H 2.46662 4.94085 1.02587
H 1.43994 3.98057 -0.80952
H 3.96992 0.45408 -0.44595
H 4.96015 1.60736 1.39015
H 1.17806 2.26672 -3.40558
H 0.17430 -0.21849 -4.42476
H -1.02979 -2.38555 -4.09734
H -0.28507 -3.92618 -2.30580
H 1.78997 -3.43921 -1.11174
H 2.86875 -1.09606 -1.29477
Cl -5.62683 -2.86037 -2.46499
C -4.82338 -2.65189 -0.84278
Cl -4.71210 -4.12152 0.12932
Cl -5.62554 -1.38517 0.06197
C -3.52129 -2.08498 -1.06178
N -2.47029 -1.63453 -1.06373
```

## Properties
LUMO (alpha / beta) in Ha: -0.143 / -0.141
2S+1: 5
Gap between HOMO and LUMO (alpha / beta) in eV: 6.43 / 6.44
Charge: +1

Computed, not measured: C20H14ClCuN as an isolated structure in a non-equilibrium geometry, with wB97M-V/def2-TZVPD.

Structure (XYZ):
```
37
Properties=species:S:1:pos:R:3
Cu -2.78996 0.02868 0.94052
Cl -6.45529 -1.87683 4.64972
C -5.12848 -0.83698 4.23079
C -4.37605 -0.24364 5.23146
C -3.35230 0.59949 4.82042
C -3.12297 0.79322 3.47678
N -3.82818 0.17066 2.50820
C -4.83736 -0.62151 2.90240
H -4.58403 -0.42725 6.27505
H -2.72988 1.10335 5.54636
H -2.34524 1.46115 3.13249
H -5.41925 -1.09074 2.12183
C -1.41604 -0.07757 -0.29774
C -0.30930 -0.02933 -0.83651
C 0.96628 0.01922 -1.42590
C 1.11640 -0.33548 -2.81634
C 2.21466 0.07878 -3.60705
C 2.31470 -0.25158 -4.94648
C 1.32482 -0.99769 -5.57885
C 0.22008 -1.39199 -4.82898
C 0.11365 -1.07209 -3.48862
C 2.06514 0.40778 -0.55933
C 1.82629 1.13608 0.62967
C 2.84499 1.46607 1.50409
C 4.16112 1.09327 1.24673
C 4.42266 0.37014 0.08766
C 3.40886 0.03388 -0.79239
H 2.97791 0.70130 -3.15998
H 3.17354 0.09318 -5.51410
H 1.40682 -1.25528 -6.62827
H -0.57330 -1.96227 -5.30209
H -0.75388 -1.38451 -2.92003
H 0.80734 1.43080 0.84636
H 2.61035 2.02810 2.40320
H 4.95780 1.35032 1.93514
H 5.43875 0.05180 -0.12416
H 3.64938 -0.56253 -1.66202
```

## Properties
LUMO in Ha: 0.058
Gap between HOMO and LUMO in eV: 3.14
Charge: -1

Computed, not measured: C20H14FeN5O2 as an isolated structure in a non-equilibrium geometry, with wB97M-V/def2-TZVPD.

Structure (XYZ):
```
42
Properties=species:S:1:pos:R:3
Fe 0.17197 0.26337 0.11631
O 0.15842 0.37319 1.94416
C -0.69980 0.93787 2.74139
C -0.65506 0.63166 4.11688
C -1.55857 1.19564 4.98113
C -2.54382 2.09527 4.53769
C -2.59420 2.41894 3.20973
C -1.68005 1.85960 2.29249
C -1.74159 2.26592 0.92871
N -0.95868 1.87139 -0.01827
C -1.15963 2.40974 -1.37234
C -0.16796 1.68145 -2.26851
N -0.14641 0.29885 -1.81422
C -0.21188 -0.68186 -2.63268
C -0.24840 -2.05926 -2.23644
C -0.37428 -3.05450 -3.21997
C -0.48894 -4.37632 -2.87085
C -0.48772 -4.72233 -1.51363
C -0.36522 -3.76811 -0.53044
C -0.23074 -2.41329 -0.87214
O -0.11178 -1.53300 0.10083
H 0.10168 -0.06149 4.45656
H -1.50980 0.93947 6.03216
H -3.24712 2.52396 5.23723
H -3.33731 3.11837 2.84359
H -2.51731 2.99303 0.67878
H -2.19252 2.23757 -1.68446
H -0.96778 3.48389 -1.39331
H -0.40041 1.77023 -3.33075
H 0.82617 2.09751 -2.09529
H -0.27251 -0.46431 -3.70027
H -0.37894 -2.75936 -4.26296
H -0.57986 -5.14053 -3.62954
H -0.58088 -5.76302 -1.22994
H -0.35500 -4.03008 0.51843
N 1.99231 0.60112 -0.31494
C 3.14681 0.54239 -0.43084
C 4.51041 0.47211 -0.56829
C 5.06739 -0.58098 -1.33813
N 5.51335 -1.44414 -1.95839
C 5.31696 1.47197 0.03337
N 5.95871 2.29808 0.51715
```

## Properties
LUMO (alpha / beta) in Ha: -0.053 / -0.042
2S+1: 2
Gap between HOMO and LUMO (alpha / beta) in eV: 6.54 / 6.84

Computed, not measured: C20H15AsN3O2RuS as an isolated structure, with wB97M-V/def2-TZVPD.

Structure (XYZ):
```
43
Properties=species:S:1:pos:R:3
Ru 1.04730 -1.65655 0.79440
C -2.54400 3.89492 -1.75239
C -1.18270 3.78494 -2.00190
C -0.38814 2.99375 -1.18507
C -0.94843 2.30163 -0.11685
C -2.31034 2.42806 0.13710
C -3.10548 3.21708 -0.67876
As 0.15787 1.31705 1.15007
C 1.49761 0.57097 -0.12180
C 1.16454 0.14187 -1.42550
C 2.15448 -0.14766 -2.35182
C 3.49235 -0.03847 -1.98920
C 3.84260 0.35270 -0.70416
C 2.85517 0.66158 0.22031
C -0.96265 -0.30063 1.31143
C -1.27344 -0.72535 2.61623
C -2.29393 -1.62987 2.84794
C -3.03316 -2.12456 1.78187
C -2.75068 -1.72580 0.48381
C -1.72816 -0.82496 0.24471
H -3.16368 4.51079 -2.38995
H -0.73526 4.31735 -2.83053
H 0.67448 2.93091 -1.39388
H -2.76813 1.90749 0.97216
H -4.16439 3.30619 -0.47608
H 0.12740 0.10689 -1.73315
H 1.88143 -0.44779 -3.35505
H 4.26872 -0.24994 -2.71313
H 4.88463 0.43573 -0.42679
H 3.13672 1.00075 1.20991
H -0.70718 -0.32336 3.44596
H -2.51777 -1.93899 3.85952
H -3.83292 -2.83042 1.96106
H -3.33565 -2.11626 -0.33780
H -1.57128 -0.46008 -0.76200
O 3.22168 -1.69887 1.73657
N 2.79592 -1.37752 2.84531
O 1.53290 -1.19966 2.83848
S 3.04155 -4.57416 -2.33488
C 2.31996 -3.53675 -1.37227
N 1.78380 -2.76115 -0.66701
N -0.59306 -4.22023 1.43905
C 0.02933 -3.27161 1.22411
```

## Properties
LUMO (alpha / beta) in Ha: -0.169 / -0.274
2S+1: 5
Gap between HOMO and LUMO (alpha / beta) in eV: 7.28 / 4.38
Charge: +1

One value per record, in order, for molecular weight: 402.256, 670.782, 367.338, 412.210, 537.418 g mol⁻¹.